1.
{
  "formula": "C4H7ClN2",
  "method": "ωB97M-V with the def2-TZVPD basis set",
  "e_tot_ha": -726.1757,
  "relative_energy_kcal_mol": 103.5,
  "smiles": "ClN1[C@H]2CCCN21",
  "largest_force_ev_per_a": 5.199,
  "e_homo_ha": -0.364,
  "elements": ["Cl", "N", "C", "C", "C", "C", "N", "H", "H", "H", "H", "H", "H", "H"],
  "coordinates": [[-1.567591, 1.425753, -2.577896], [-0.717247, 0.274584, -1.568756], [-1.094608, 0.432070, -0.148790], [-0.642494, -0.810311, 0.645941], [0.890494, -0.601693, 0.899455], [1.302189, 0.316962, -0.309719], [0.084995, 1.040973, -0.682647], [-1.977038, 0.921575, 0.250774], [-0.963851, -1.619870, 0.160691], [-1.266632, -0.573438, 1.475197], [0.962596, -0.052814, 1.976945], [1.248809, -1.523566, 1.084464], [2.052943, 0.941422, -0.013791], [1.687436, -0.171647, -1.191867]],
  "atomic_forces_ev_per_a": [[-0.3, 0.0, -0.4], [-0.9, 0.1, 0.2], [1.7, -1.9, -0.4], [0.6, 5.0, 1.4], [-3.2, 3.8, 1.3], [-1.6, -2.3, 0.7], [0.6, 1.6, 0.4], [0.2, 0.7, -0.8], [-0.8, -3.6, -1.7], [-0.1, -1.1, 1.6], [0.1, -0.9, -2.7], [2.2, -3.0, 0.0], [1.7, 2.2, 0.8], [-0.1, -0.7, -0.2]],
  "mulliken_charge": [-0.151, -0.316, 0.182, -0.766, -0.522, -0.579, -0.270, 0.374, 0.415, 0.317, 0.212, 0.427, 0.366, 0.311]
}

2.
{
  "formula": "C5H7NO",
  "method": "ωB97M-V with the def2-TZVPD basis set",
  "e_tot_ha": -324.6418,
  "relative_energy_kcal_mol": 51.9,
  "smiles": "CC(=O)[C@@H](C)C#N",
  "largest_force_ev_per_a": 3.850,
  "e_homo_ha": -0.386,
  "elements": ["C", "C", "O", "C", "C", "C", "N", "H", "H", "H", "H", "H", "H", "H"],
  "coordinates": [[2.026352, 0.190021, 0.056627], [0.723848, -0.484033, 0.034069], [0.784400, -1.577821, 0.595809], [-0.627236, -0.028078, -0.467103], [-1.722116, -0.363489, 0.559242], [-0.664338, 1.382106, -0.866805], [-0.724764, 2.494598, -1.176429], [2.728664, -0.241336, -0.653725], [2.146896, -0.690424, 0.872645], [2.064795, 1.300365, -0.012863], [-0.784106, -0.632983, -1.368385], [-1.607410, 0.243259, 1.462906], [-2.707728, -0.175214, 0.128995], [-1.637260, -1.416972, 0.835016]],
  "atomic_forces_ev_per_a": [[0.4, -1.0, 0.6], [-0.4, -1.3, 0.2], [-1.7, -0.3, -0.7], [-0.1, 0.0, -0.2], [-0.1, 0.0, 0.0], [0.0, 1.0, -0.3], [0.1, -1.1, 0.3], [-0.3, 0.1, -0.7], [2.1, 3.2, 0.0], [0.1, -0.9, 0.9], [-0.1, 0.1, 0.0], [0.0, -0.1, -0.2], [0.1, 0.0, 0.1], [0.0, 0.2, -0.1]],
  "mulliken_charge": [-1.109, 0.396, -0.592, 0.799, -1.329, 0.025, -0.429, 0.298, 0.341, 0.328, 0.204, 0.342, 0.363, 0.363]
}

3.
{
  "formula": "C5H4O3",
  "method": "ωB97M-V with the def2-TZVPD basis set",
  "e_tot_ha": -418.5248,
  "relative_energy_kcal_mol": 86.0,
  "smiles": "O=c1ccc(O)co1",
  "largest_force_ev_per_a": 10.889,
  "e_homo_ha": -0.300,
  "elements": ["O", "C", "C", "C", "C", "O", "C", "O", "H", "H", "H", "H"],
  "coordinates": [[2.610399, -0.086007, -0.109030], [1.432599, 0.041941, 0.037164], [0.623026, 1.207204, 0.214604], [-0.647742, 1.176952, 0.005916], [-1.246775, 0.061164, -0.025351], [-2.583573, -0.202547, -0.069701], [-0.494478, -1.117244, 0.166564], [0.731490, -1.075113, -0.127103], [1.176187, 2.315547, 0.127944], [-1.132303, 2.148351, -0.396591], [-3.268526, 0.428381, -0.188449], [-0.841670, -2.203039, 0.510375]],
  "atomic_forces_ev_per_a": [[1.5, 0.8, 0.1], [1.3, 1.1, -0.1], [6.3, 4.8, -0.4], [-0.8, 8.6, -2.1], [-4.5, -9.9, 1.0], [-0.2, -1.7, 0.2], [-5.3, -1.1, 0.2], [2.3, -2.0, 0.6], [-1.2, -3.5, 0.5], [0.4, -1.6, 1.4], [0.0, 1.5, 0.0], [0.2, 2.7, -1.2]],
  "mulliken_charge": [-0.590, 0.348, -0.464, -0.099, 0.692, -0.531, -0.166, -0.253, 0.230, 0.237, 0.306, 0.291]
}

4.
{
  "formula": "C2H3Br2NO",
  "method": "ωB97M-V with the def2-TZVPD basis set",
  "multiplicity": 3,
  "e_tot_ha": -5355.8250,
  "relative_energy_kcal_mol": 3.1,
  "s2": 2.01,
  "largest_force_ev_per_a": 2.578,
  "e_homo_ha": [-0.216, -0.377],
  "elements": ["C", "C", "N", "O", "Br", "Br", "H", "H", "H"],
  "coordinates": [[-1.050981, 0.208254, 0.326717], [0.164958, 0.619834, 0.934627], [-0.124350, -0.900883, -1.670094], [-2.196526, 0.083684, 0.286799], [0.577727, -2.416471, -0.857874], [1.133497, 0.294508, -2.276863], [0.005280, 1.390064, 1.688050], [0.871092, 0.982846, 0.173279], [0.619303, -0.261836, 1.395359]],
  "atomic_forces_ev_per_a": [[1.1, -1.0, -2.0], [0.9, 0.9, 1.2], [-0.1, -0.5, -0.6], [-2.3, 0.4, 1.2], [0.2, -0.1, -0.1], [0.4, 0.0, -0.5], [0.2, 0.3, 0.5], [-0.4, -0.1, 0.4], [-0.1, 0.1, 0.0]],
  "mulliken_charge": [0.391, -0.797, -0.157, -0.352, 0.031, 0.038, 0.341, 0.225, 0.281]
}